1.
Formula: C5H3NO2
Source: OMol25
Level of theory: wB97M-V/def2-TZVPD

Structure (XYZ):
```
11
Properties=species:S:1:pos:R:3
C -0.903 -1.174 -1.181
C -0.627 -1.139 0.263
C -0.030 0.160 0.540
C 0.873 0.799 1.311
C 0.070 0.815 -0.592
H -1.284 -1.874 -2.032
H -0.760 -2.238 0.762
H 0.928 0.697 2.424
N 1.212 2.002 0.759
O 0.843 1.883 -0.611
O -0.323 0.071 -1.642
```

Calculated values
Energy above the lowest of the compared OMol25 structures with the same formula, charge and spin   338.2 kJ/mol

***

2.
Formula: C5H40N2O13
Source: OMol25
Level of theory: wB97M-V/def2-TZVPD

Structure (XYZ):
```
60
Properties=species:S:1:pos:R:3
C -0.487 2.668 -2.788
N 0.462 1.634 -2.360
C 0.403 2.328 0.109
C 1.228 1.984 -1.208
C 2.227 0.863 -0.825
N 2.956 1.282 0.455
C 3.889 0.266 1.086
H -1.472 2.290 -3.080
H -0.725 3.511 -2.069
H -0.109 3.109 -3.695
H -0.232 0.955 -2.007
H -0.647 2.502 -0.114
H 0.608 3.398 0.353
H 0.457 1.521 0.818
H 1.947 2.800 -1.431
H 2.941 0.687 -1.673
H 1.701 -0.040 -0.505
H 3.533 2.097 0.309
H 3.861 0.409 2.163
H 4.887 0.369 0.645
H 3.741 -0.790 0.861
H -2.783 0.102 -2.723
H -3.218 -1.100 -3.486
O -3.516 -0.527 -2.764
H -0.164 -3.946 -2.423
H 0.667 -2.709 -2.812
O -0.040 -2.992 -2.174
H 0.655 -3.333 -0.484
H 0.830 -4.262 0.807
O 1.269 -3.638 0.219
H 0.251 -1.661 2.852
H 1.188 -2.047 1.547
O 1.083 -1.533 2.367
H 2.334 2.932 1.505
H 2.348 3.997 2.524
O 2.804 3.170 2.318
H -1.812 -0.692 3.917
H -0.271 -0.184 4.519
O -0.856 -0.736 3.993
H -1.364 -1.067 -0.581
H -1.034 -1.473 -1.924
O -1.110 -0.639 -1.427
H -4.436 2.249 -0.075
H -4.305 0.859 -0.785
O -4.221 1.830 -0.910
H 1.418 0.071 3.127
H 2.356 1.269 3.565
O 1.762 0.576 3.889
H -1.393 -3.144 4.163
H -1.666 -4.057 2.865
O -1.871 -3.238 3.336
H -5.237 -0.614 -1.498
H -4.332 -1.337 -0.546
O -5.068 -0.711 -0.543
H -2.315 -2.150 1.540
H -1.503 -0.963 1.587
O -2.119 -1.386 0.964
H 0.749 -0.267 -3.895
H 2.100 0.066 -3.506
O 1.650 -0.557 -4.095
```

Calculated values
Energy above the lowest of the compared OMol25 structures with the same formula, charge and spin   142.5 kJ/mol
Total charge   -1
<S²>   0.7504
2S+1   2

***

3.
Formula: C5H40N2O13
Source: OMol25
Level of theory: wB97M-V/def2-TZVPD

Structure (XYZ):
```
60
Properties=species:S:1:pos:R:3
N 1.049 -2.489 -0.758
C 0.543 -1.323 0.092
C 1.449 -1.275 1.310
N 0.949 -0.464 2.402
C 0.186 0.744 2.032
C -1.221 0.809 2.593
C 1.864 -0.233 3.520
H 1.118 -3.363 -0.268
H 1.920 -2.162 -1.154
H 0.698 -0.342 -0.411
H -0.516 -1.475 0.271
H 1.778 -2.143 1.907
H 2.468 -0.906 0.975
H 0.103 0.847 0.945
H 0.748 1.654 2.258
H -1.871 0.352 1.833
H -1.680 1.742 2.746
H -1.373 0.153 3.480
H 2.471 0.657 3.307
H 1.424 -0.146 4.478
H 2.461 -1.153 3.657
H -1.585 3.411 -1.381
H -2.659 3.615 -2.421
O -1.709 3.742 -2.302
H 0.123 4.316 0.384
H 0.942 2.926 0.314
O 0.193 3.409 0.686
H 0.886 -4.713 2.796
H 0.216 -3.479 2.012
O 0.683 -4.315 1.949
H 0.365 0.913 -4.344
H -0.821 0.011 -4.777
O 0.141 0.062 -4.801
H -0.759 -1.297 -3.142
H -1.692 -0.832 -1.949
O -0.872 -0.646 -2.444
H -0.821 2.280 -3.040
H -0.490 0.891 -2.553
O 0.014 1.763 -2.837
H -2.842 2.492 1.145
H -1.538 3.324 0.808
O -2.508 3.267 0.702
H 2.827 2.230 -1.358
H 1.502 2.632 -1.985
O 2.055 2.819 -1.220
H -4.461 -2.546 0.643
H -3.204 -3.044 1.423
O -3.719 -2.255 1.180
H -2.984 -1.116 -0.075
H -3.985 -0.378 -1.034
O -3.166 -0.862 -0.995
H -1.185 -1.781 2.627
H -0.124 -1.523 3.770
O -0.944 -2.028 3.517
H 3.179 -1.063 -4.031
H 1.745 -1.148 -3.329
O 2.638 -1.489 -3.361
H 3.104 -0.123 -1.337
H 3.397 0.401 -2.690
O 3.487 0.648 -1.764
```

Calculated values
Energy above the lowest of the compared OMol25 structures with the same formula, charge and spin   370.0 kJ/mol

***

4.
Formula: C5H40N2O14
Source: OMol25
Level of theory: wB97M-V/def2-TZVPD

Structure (XYZ):
```
61
Properties=species:S:1:pos:R:3
C -0.826 -2.384 1.810
C 0.204 -3.055 0.864
C 0.024 -2.618 -0.572
C 0.796 -1.336 -0.900
C 2.128 -1.315 -0.828
N 3.003 -0.201 -1.047
N -0.003 -0.170 -0.859
H -0.393 -2.067 2.753
H -1.583 -3.140 2.020
H -1.255 -1.526 1.292
H 0.089 -4.136 0.973
H 1.191 -2.797 1.235
H 0.281 -3.352 -1.345
H -1.021 -2.446 -0.851
H 2.627 -2.266 -0.689
H 3.867 -0.281 -0.527
H 2.530 0.648 -0.722
H 0.390 0.488 -1.520
H -0.986 -0.304 -1.049
H 2.954 2.226 1.840
H 1.668 2.716 1.387
O 2.559 2.548 1.011
H -3.620 -1.350 0.558
H -3.847 0.215 0.133
O -4.215 -0.615 0.504
H 0.411 1.883 -3.387
H 0.771 0.588 -4.046
O -0.003 1.135 -3.861
H -2.690 1.463 -1.528
H -2.144 1.967 -0.129
O -2.831 1.439 -0.575
H 3.945 -3.099 1.925
H 2.934 -3.528 3.031
O 3.383 -2.764 2.635
H 1.315 2.101 3.378
H 2.207 0.980 2.832
O 2.245 1.928 3.145
H 2.734 -0.942 -4.078
H 2.501 0.171 -3.137
O 2.692 0.027 -4.091
H -1.604 2.715 3.591
H -1.970 1.181 3.369
O -1.239 1.814 3.494
H -3.257 -0.288 -3.389
H -3.652 -1.278 -2.318
O -3.046 -0.550 -2.497
H -1.725 1.478 -4.142
H -2.574 2.669 -3.705
O -2.650 1.754 -3.992
H -4.270 0.262 3.705
H -4.119 0.544 2.103
O -3.881 0.788 3.014
H 1.674 2.977 -1.343
H 2.323 3.086 -2.739
O 1.528 2.758 -2.279
H 1.216 -0.527 1.659
H 2.318 -1.319 2.385
O 1.647 -0.620 2.524
H -0.133 1.417 0.357
H -0.372 2.046 1.787
O -0.246 2.262 0.832
```

Calculated values
Energy above the lowest of the compared OMol25 structures with the same formula, charge and spin   300.8 kJ/mol